[1]
{
  "formula": "C20H53F10N9O18PS4",
  "method": "ωB97M-V/def2-TZVPD",
  "charge": 1,
  "homo_energy_ev": -10.8,
  "total_energy_ev": -151659.6005,
  "multiplicity": 1,
  "homo_lumo_gap_ev": 7.43,
  "max_force_ev_per_a": 7.8,
  "elements": ["C", "C", "O", "H", "H", "H", "H", "H", "C", "C", "O", "N", "H", "H", "C", "H", "H", "H", "H", "H", "H", "C", "C", "O", "N", "H", "H", "C", "H", "H", "H", "H", "H", "H", "C", "C", "O", "N", "H", "H", "C", "H", "H", "H", "H", "H", "H", "C", "C", "O", "N", "H", "H", "C", "H", "H", "H", "H", "H", "H", "C", "C", "O", "N", "H", "H", "C", "H", "H", "H", "H", "H", "H", "C", "C", "O", "N", "H", "H", "C", "H", "H", "H", "H", "H", "H", "P", "F", "F", "F", "F", "F", "F", "N", "S", "O", "O", "F", "S", "O", "O", "F", "N", "S", "O", "O", "F", "S", "O", "O", "F", "N", "O", "O", "O"],
  "coordinates": [[-0.8916, -0.6152, 0.1087], [0.5336, -1.0207, 0.4415], [1.0638, -0.5694, 1.6559], [-1.5943, -1.0553, 0.8231], [-1.1356, -0.9396, -0.9038], [-1.0879, 0.4547, 0.2398], [1.1218, -0.6675, -0.4199], [0.6084, -2.1157, 0.4945], [-0.7400, 2.1615, -3.3529], [-0.7004, 2.7476, -4.7369], [-0.0403, 2.3205, -5.6189], [-1.4855, 4.0581, -5.0665], [-1.9121, 3.8251, -5.9647], [-2.2679, 4.0737, -4.4122], [-0.7111, 5.3521, -4.9121], [0.2288, 1.6793, -3.2276], [-1.5356, 1.4089, -3.3473], [-0.9394, 2.9269, -2.6023], [-1.3939, 6.1925, -4.8243], [-0.0517, 5.4642, -5.7676], [-0.1526, 5.2219, -3.9880], [-0.2152, -5.9383, -4.7262], [0.2727, -4.5510, -4.4529], [1.1753, -4.0759, -5.0559], [-0.4833, -3.8046, -3.3887], [-1.4279, -3.5678, -3.7179], [-0.5581, -4.4827, -2.6318], [0.1769, -2.5506, -2.8345], [-0.2083, -6.4859, -3.7790], [0.4395, -6.4786, -5.4019], [-1.2379, -5.8901, -5.1048], [0.3657, -2.6228, -1.7708], [-0.5583, -1.7842, -3.0888], [0.9917, -2.1998, -3.4638], [-6.7182, 3.9326, 0.9743], [-5.4464, 3.6502, 0.2099], [-4.9216, 4.3236, -0.6096], [-4.7667, 2.3561, 0.6199], [-3.9990, 2.4849, 1.3053], [-5.3497, 1.8309, 1.2764], [-4.3387, 1.5552, -0.5692], [-7.4974, 3.2054, 0.7385], [-7.0168, 4.9653, 0.8163], [-6.6119, 3.8162, 2.0563], [-3.6419, 0.7721, -0.2829], [-4.0693, 2.1908, -1.4080], [-5.1858, 1.0374, -1.0267], [3.7090, -3.3465, 0.2389], [4.4376, -2.5031, 1.2590], [5.6169, -2.5185, 1.4220], [3.6485, -1.4482, 1.9555], [2.8346, -1.1852, 1.3779], [3.1748, -1.9038, 2.7492], [4.4502, -0.2087, 2.2532], [4.3257, -3.4154, -0.6578], [2.8266, -2.9022, -0.2267], [3.4793, -4.2961, 0.7220], [3.6548, 0.4148, 2.6686], [4.7619, 0.3129, 1.3536], [5.2389, -0.4072, 2.9693], [-1.3289, -1.5438, 4.2604], [-0.3914, -0.7699, 5.1697], [-0.6321, -0.4647, 6.2861], [0.8830, -0.3787, 4.4869], [1.4535, -1.2193, 4.6561], [0.9160, -0.4794, 3.4592], [1.5533, 0.8185, 5.0635], [-1.5804, -2.5101, 4.6933], [-0.8788, -1.7256, 3.2839], [-2.1961, -0.8945, 4.1416], [0.9494, 1.7097, 4.8949], [2.4904, 1.0871, 4.5784], [1.7622, 0.7354, 6.1264], [1.2996, 4.6596, 2.6228], [1.8622, 3.3105, 2.3164], [2.7801, 2.8115, 2.8974], [1.1826, 2.4406, 1.2845], [1.2559, 1.4507, 1.5468], [0.1609, 2.5052, 1.2985], [1.9752, 2.3607, -0.0678], [1.5954, 4.8987, 3.6398], [0.2180, 4.6773, 2.4897], [1.6331, 5.4133, 1.9058], [2.1651, 3.3630, -0.4365], [1.2732, 1.7777, -0.6576], [2.8481, 1.7925, 0.2380], [3.5750, 0.0495, -2.2757], [4.8040, -1.0002, -1.9274], [4.6980, 1.1976, -2.5985], [3.7061, -0.3487, -3.8471], [2.4169, 1.1325, -2.6689], [2.5017, -1.1223, -2.1648], [3.4709, 0.2731, -0.6532], [2.5193, -2.6040, 4.3055], [1.7961, -4.0910, 4.0462], [0.7280, -4.4699, 4.9306], [2.5682, -5.0195, 3.2626], [1.0482, -3.4885, 2.7417], [3.1719, -2.9835, 5.6613], [4.0021, -4.1635, 5.8026], [2.3924, -2.5225, 6.7898], [4.3428, -1.9017, 5.5152], [-3.1117, -2.7387, -3.8031], [-3.7579, -1.7832, -2.7958], [-5.1641, -1.5752, -2.8129], [-2.9409, -0.6729, -2.2975], [-3.6422, -2.7409, -1.5312], [-3.0733, -1.5466, -5.0405], [-1.8459, -0.7983, -5.0930], [-4.3165, -1.0296, -5.5327], [-2.8112, -2.6728, -6.1762], [-2.1279, 2.9537, 2.6258], [-1.9064, 2.3146, 1.5663], [-1.2353, 3.1054, 3.4795], [-3.3024, 3.2361, 2.9261]],
  "forces_ev_per_angstrom": [[-0.379, -0.157, 0.801], [0.290, 0.213, 0.373], [0.312, 1.355, 0.298], [-0.084, -0.301, -0.137], [-0.191, 0.165, 0.173], [0.399, 0.101, -0.358], [0.278, -0.204, 0.173], [-0.237, -0.271, -0.549], [-0.560, 0.678, -0.527], [1.789, -0.733, -0.172], [-0.612, 0.485, -0.132], [-0.913, -0.703, 0.939], [0.321, 0.674, -0.431], [-0.122, 0.178, 0.073], [0.043, -0.692, -0.213], [-0.041, -0.041, 0.188], [0.025, -0.096, 0.169], [0.028, -0.125, 0.147], [-0.089, -0.136, -0.104], [0.046, -0.022, 0.100], [0.146, 0.224, -0.081], [-0.418, -0.065, 0.974], [0.907, -0.834, -1.870], [-0.280, 0.860, 0.811], [1.634, -0.139, 0.689], [-0.541, 0.050, 0.036], [-0.471, 0.049, 0.114], [-1.129, 0.906, -1.495], [-0.291, -0.139, -0.030], [0.013, 0.372, -0.183], [-0.025, -0.174, 0.005], [0.159, -0.137, -0.134], [-0.156, 0.128, 0.778], [0.530, -0.883, 0.278], [0.295, -0.010, 0.277], [-0.294, 0.386, 1.190], [-0.061, -0.300, -0.055], [-0.379, -0.651, -0.132], [1.044, 1.088, -0.157], [-0.636, -0.232, -0.630], [-0.854, -0.890, -0.570], [-0.058, 0.162, -0.449], [-0.189, -0.163, -0.348], [0.554, -0.065, -0.014], [0.368, 0.449, -0.090], [0.858, 0.284, 0.607], [-0.335, -0.093, 0.597], [-0.174, 0.324, -0.199], [0.802, 0.330, -1.524], [-0.478, -0.131, 0.395], [0.891, -0.283, -1.269], [-0.592, 0.397, 0.028], [0.332, 0.285, 0.673], [-1.677, 0.002, 0.762], [0.599, -0.499, 0.471], [-0.346, 0.232, 0.861], [-0.022, -0.168, -0.327], [0.475, 0.316, 0.392], [0.288, -0.649, -0.196], [0.010, -0.048, -0.138], [0.768, 0.183, -0.148], [-1.425, -0.509, -0.864], [0.697, 0.352, -0.075], [0.723, 0.210, 1.445], [0.615, -0.394, 0.488], [-0.905, 0.683, -1.316], [0.204, 1.006, -0.143], [-0.179, 0.175, 0.237], [-0.003, 0.095, -0.011], [-0.192, -0.238, 0.034], [-0.457, -0.264, 0.116], [0.049, -0.757, -0.259], [-0.321, -0.457, -0.029], [-0.465, -0.015, -0.803], [-0.122, -0.745, 0.544], [-0.143, 0.180, -0.483], [0.825, 0.309, -0.121], [0.271, -1.218, 0.822], [-0.503, 0.818, -0.534], [-1.671, 0.331, 1.783], [-0.047, 0.216, -0.101], [-0.002, -0.256, 0.400], [0.518, -0.050, 0.122], [0.035, -0.079, -0.134], [0.570, 0.029, -0.466], [-0.097, 0.460, -0.543], [3.386, -1.034, -2.783], [-0.805, 0.369, -0.011], [-0.876, -0.062, 1.596], [-0.289, -0.003, 0.049], [-0.241, -0.061, 1.045], [-0.834, -0.362, 0.689], [-0.036, 0.493, -0.810], [-1.380, -3.178, -0.671], [-2.265, -0.595, -5.378], [1.605, 0.496, -0.208], [0.441, 0.083, 2.242], [-1.049, 0.653, 0.357], [4.781, 1.747, 5.604], [-2.220, 0.546, -0.824], [0.367, -0.594, -1.315], [-0.191, 0.641, 0.118], [0.347, 2.204, -3.130], [-1.460, 0.863, 7.573], [-0.084, 0.382, -1.071], [-0.538, -0.324, -1.706], [0.387, -0.677, 0.012], [1.141, -2.943, -4.932], [-0.912, 0.025, 0.849], [0.836, 0.409, 1.607], [0.296, 0.351, 0.689], [0.025, -1.470, 2.353], [0.375, 0.555, -0.815], [0.087, 0.350, -1.111], [-0.443, 0.411, -0.837]],
  "lowdin_charge": [-0.086, -0.443, -0.347, 0.075, 0.031, 0.042, 0.068, 0.088, 0.047, -0.370, 0.208, 0.083, 0.184, 0.166, 0.043, 0.087, 0.088, 0.091, 0.106, 0.112, 0.105, 0.030, -0.399, 0.198, 0.106, 0.099, 0.176, 0.034, 0.098, 0.104, 0.105, 0.084, 0.068, 0.096, 0.035, -0.381, 0.170, 0.084, 0.106, 0.178, 0.005, 0.105, 0.101, 0.103, 0.084, 0.090, 0.105, 0.036, -0.384, 0.175, 0.076, 0.099, 0.094, 0.029, 0.098, 0.063, 0.092, 0.061, 0.096, 0.105, 0.042, -0.391, 0.186, 0.081, 0.084, 0.097, 0.012, 0.101, 0.060, 0.099, 0.091, 0.073, 0.109, 0.028, -0.392, 0.136, 0.099, 0.105, 0.112, 0.060, 0.108, 0.071, 0.101, 0.104, 0.076, 0.077, 0.220, -0.174, -0.160, -0.169, -0.173, -0.164, -0.189, -0.326, 0.578, -0.227, -0.251, -0.227, 0.470, -0.236, -0.257, -0.196, -0.266, 0.404, -0.247, -0.336, -0.187, 0.571, -0.278, -0.233, -0.204, -0.570, -0.074, -0.003, -0.024]
}

***

[2]
{
  "formula": "C20H53F2FeO7",
  "method": "ωB97M-V/def2-TZVPD",
  "s2": 8.76,
  "charge": 0,
  "homo_energy_ev": [-9.4, -8.9],
  "total_energy_ev": -75753.5168,
  "multiplicity": 6,
  "homo_lumo_gap_ev": [9.92, 7.90],
  "de_lowest_kcal_mol": 8.3,
  "max_force_ev_per_a": 4.9,
  "elements": ["Fe", "C", "C", "O", "H", "H", "H", "H", "H", "F", "F", "C", "C", "C", "O", "H", "H", "H", "H", "H", "H", "H", "H", "C", "C", "C", "O", "H", "H", "H", "H", "H", "H", "H", "H", "C", "C", "C", "O", "H", "H", "H", "H", "H", "H", "H", "H", "C", "C", "C", "O", "H", "H", "H", "H", "H", "H", "H", "H", "C", "C", "C", "O", "H", "H", "H", "H", "H", "H", "H", "H", "C", "C", "C", "O", "H", "H", "H", "H", "H", "H", "H", "H"],
  "coordinates": [[2.1828, -0.7363, -0.2879], [3.6900, 2.2993, -2.7880], [3.2958, 0.8940, -3.0787], [2.8671, 0.1765, -1.9369], [4.1643, 2.7939, -3.6357], [4.4373, 2.2754, -1.9949], [2.8019, 2.8471, -2.4730], [4.1873, 0.3572, -3.4030], [2.5058, 0.8679, -3.8293], [0.3643, 0.0648, -0.0089], [3.9063, -1.9784, -0.0913], [3.6683, 1.5663, 3.1899], [2.7553, 1.5822, 1.9680], [2.8273, 2.9428, 1.1825], [3.1486, 0.5588, 1.0375], [3.4798, 2.2973, 3.9762], [4.7130, 1.7345, 2.9283], [3.5678, 0.5959, 3.6760], [1.7044, 1.4055, 2.1975], [2.2392, 2.7774, 0.2798], [3.7896, 3.2167, 0.7502], [2.5678, 3.7858, 1.8229], [4.1048, 0.5742, 0.9541], [0.3999, -3.9595, 1.6733], [0.6402, -2.4880, 2.0561], [0.8729, -2.3668, 3.6008], [1.7776, -2.0918, 1.3788], [0.3944, -4.1667, 0.6032], [-0.5132, -4.1664, 2.2315], [0.9861, -4.6636, 2.2639], [-0.2114, -1.9938, 1.5885], [1.5172, -3.2067, 3.8605], [-0.0749, -2.3973, 4.1383], [1.4989, -1.4992, 3.8095], [2.5096, -2.6453, 1.6607], [-4.3478, -0.8545, 1.1532], [-4.3256, -0.9212, 2.6178], [-3.7982, -2.3559, 3.0726], [-3.5362, 0.0989, 3.1645], [-3.3811, -0.5104, 0.7854], [-5.0169, -0.0909, 0.7566], [-4.5169, -1.8394, 0.7180], [-5.3576, -0.7822, 2.9399], [-3.6555, -2.3501, 4.1532], [-2.8018, -2.4964, 2.6536], [-4.4362, -3.2143, 2.8625], [-2.7750, 0.2102, 2.5903], [-1.4147, 3.1585, 2.9750], [-1.8065, 2.5058, 1.6413], [-1.0632, 3.0549, 0.3632], [-1.5854, 1.1201, 1.7538], [-1.9214, 2.9157, 3.9090], [-1.3914, 4.2466, 2.9141], [-0.3595, 2.9320, 3.1272], [-2.8849, 2.6242, 1.5358], [-1.1672, 4.1360, 0.2702], [-1.5786, 2.7709, -0.5543], [0.0011, 2.8716, 0.2156], [-0.9486, 0.8029, 1.1092], [-1.0965, 1.4833, -4.9921], [-1.8965, 1.9763, -3.7028], [-2.4639, 0.8413, -2.9538], [-0.8796, 2.7016, -3.0992], [-0.4556, 2.2844, -5.3604], [-1.8002, 1.2338, -5.7863], [-0.4938, 0.5825, -4.8761], [-2.6165, 2.6952, -4.0938], [-2.8444, 0.0656, -3.6182], [-3.2597, 1.1662, -2.2835], [-1.8352, 0.3166, -2.2344], [-0.0756, 2.2510, -2.8305], [0.4791, -2.7612, -3.7671], [0.2496, -2.3027, -2.3281], [-0.9414, -3.0506, -1.6329], [1.3703, -2.2471, -1.4630], [-0.3894, -2.4808, -4.3631], [0.8247, -3.7795, -3.9453], [1.3000, -2.1652, -4.1658], [-0.0500, -1.2680, -2.4945], [-1.0560, -2.7591, -0.5888], [-0.7773, -4.1259, -1.7023], [-1.8531, -2.8771, -2.2046], [1.8635, -3.0671, -1.5412]],
  "forces_ev_per_angstrom": [[1.664, 0.677, -2.183], [0.069, 0.481, 0.544], [0.109, -1.460, 0.728], [-1.239, -0.400, 2.020], [-0.215, -0.041, -0.183], [-0.102, 0.207, 0.212], [0.170, 0.331, 0.116], [0.000, -0.102, -0.655], [-0.006, -0.142, -0.311], [1.329, -0.648, -0.006], [-1.748, 1.116, -0.033], [-0.167, -0.637, 0.252], [0.621, 2.264, -0.683], [0.064, -0.973, 0.142], [-0.152, -0.269, 0.532], [-0.548, 0.240, -0.347], [0.071, -0.180, -0.306], [0.240, -0.127, 0.017], [0.111, -0.214, 0.136], [-0.592, 0.545, 0.253], [0.568, -0.516, 0.426], [-0.603, -0.066, -0.235], [0.267, -0.260, -0.265], [-0.757, 0.021, 1.950], [-0.605, -2.022, 0.466], [-0.088, -0.005, -1.529], [1.133, 1.459, -0.682], [-0.228, 0.013, 0.309], [-0.952, -0.279, -0.912], [1.095, 0.097, -0.512], [0.156, 0.836, 0.604], [-0.237, -0.262, 0.260], [0.270, 0.133, 0.199], [-0.561, 0.366, 0.094], [0.623, 0.074, -0.413], [0.544, 0.329, -1.977], [-0.012, -1.703, 1.247], [-0.099, 1.369, 0.547], [-0.810, -0.264, 0.797], [0.361, -0.251, -0.044], [-0.394, -0.227, 0.047], [-0.361, 0.145, -0.212], [0.035, -0.070, 0.597], [-0.052, 0.127, 0.111], [0.035, -0.146, -0.282], [-0.123, 0.209, -0.416], [0.594, 0.402, -0.215], [1.394, 0.747, -0.405], [0.440, 0.600, -0.216], [-1.187, 0.811, 0.291], [0.141, -0.755, 0.213], [-0.454, -0.523, -0.495], [-0.408, 0.171, -0.242], [0.215, -0.272, 0.178], [-0.103, 0.211, -0.404], [0.003, 0.283, 0.540], [0.035, -0.678, 0.105], [-0.073, -0.521, 0.577], [0.512, -0.121, -0.474], [-1.595, -0.240, -0.460], [3.450, -1.024, -3.323], [-1.251, -0.875, 1.386], [-0.036, 2.451, 2.296], [-0.134, 0.026, 0.139], [-0.088, -0.057, -0.264], [0.086, -0.026, 0.590], [-0.189, -0.012, 0.507], [-0.247, 0.143, -0.106], [-0.426, 0.066, -0.197], [0.866, 0.250, -0.312], [-0.359, -0.776, -0.168], [1.281, 0.416, 0.143], [-2.409, 0.231, -0.205], [0.957, 0.164, -0.862], [0.132, -0.723, -0.413], [-0.102, -0.422, 0.082], [-0.549, -0.314, 0.291], [0.078, 0.260, -0.052], [0.046, 0.181, 0.599], [-0.070, 0.133, -0.174], [0.135, -0.160, 0.219], [-0.076, 0.242, 0.159], [0.510, -0.066, 0.251]],
  "mulliken_spin": [4.384, 0.016, -0.013, 0.279, 0.001, -0.002, 0.001, 0.012, 0.014, 0.092, 0.107, 0.002, -0.003, 0.010, 0.042, 0.000, 0.000, 0.000, -0.002, -0.004, -0.001, 0.000, 0.000, 0.005, -0.009, 0.002, 0.031, 0.000, 0.000, 0.000, 0.000, 0.000, 0.000, 0.000, 0.002, 0.000, 0.000, 0.000, 0.000, 0.000, 0.000, 0.000, 0.000, 0.000, 0.000, 0.000, 0.000, 0.000, 0.000, 0.001, -0.001, 0.000, 0.000, 0.000, 0.000, 0.000, 0.000, -0.001, -0.006, 0.000, 0.000, 0.000, 0.000, 0.000, 0.000, 0.000, 0.000, 0.000, 0.000, 0.001, 0.001, 0.003, -0.013, 0.003, 0.038, 0.000, 0.000, -0.001, 0.006, -0.001, 0.000, 0.000, 0.003]
}

***

Q: Among the records above, which one has the highest charge?
A: C20H53F10N9O18PS4